No. 1
Entry from the Open Molecules 2025 dataset: a gas-phase ion, C6H17N5P (charge +1) in a non-equilibrium geometry (ωB97M-V/def2-TZVPD).

Results
HOMO level = -11.957 eV
Electronic energy = -853.58872 a.u.
Structure (SMILES) = [H]/N=C\C[C@H]1[NH2+]C[C@H](N)N[C@@H]1[PH2]=N
LUMO energy = -3.61 eV
Net charge = +1
HOMO-LUMO gap = 8.3 eV

The geometry in XYZ format:
```
29
C6H17N5P ωB97M-V/def2-TZVPD
H -2.501 1.433 -2.124
N -2.358 2.065 -1.317
C -2.222 1.339 -0.258
C -2.274 -0.230 -0.249
C -0.911 -0.957 0.054
N -0.032 -1.166 -1.140
C 0.592 0.105 -1.629
C 1.092 1.128 -0.546
N 2.596 1.208 -0.620
N 0.671 0.941 0.845
C -0.008 -0.316 1.182
P 1.342 -1.551 1.762
N 1.235 -1.914 3.318
H -2.077 1.885 0.715
H -2.596 -0.545 -1.292
H -3.120 -0.561 0.421
H -1.183 -1.994 0.425
H 0.652 -1.926 -0.985
H -0.644 -1.517 -1.896
H -0.109 0.598 -2.364
H 1.488 -0.192 -2.252
H 0.736 2.154 -0.871
H 2.827 2.127 -1.019
H 2.878 1.293 0.362
H 0.261 1.764 1.276
H -0.651 -0.126 2.089
H 2.601 -0.921 1.548
H 1.302 -2.715 0.898
H 0.411 -1.410 3.667
```

=====

No. 2
Entry from the Open Molecules 2025 dataset: 2 unconnected molecules or ions with the total composition C6H17NO in a non-equilibrium geometry (ωB97M-V/def2-TZVPD).

Results
HOMO level (spin up / spin down) = 1.280 / -5.503 eV
Electronic energy = -368.71140 a.u.
Expectation value of S² = 0.750
LUMO energy (spin up / spin down) = 3.66 / 3.56 eV
Multiplicity = 2
Net charge = -1
Energy above the lowest of the compared OMol25 structures with the same formula, charge and spin = 0.994 eV
HOMO-LUMO gap (spin up / spin down) = 2.4 / 9.1 eV

The geometry in XYZ format:
```
25
C6H17NO ωB97M-V/def2-TZVPD
C -1.315 1.212 -1.085
C -0.535 2.530 -0.986
C -0.275 0.111 -1.426
N 0.529 -0.278 -0.294
C -0.097 -1.276 0.560
C 0.426 -1.180 1.994
C -0.622 -0.502 2.844
H -1.931 1.025 -0.222
H -2.029 1.353 -1.924
H -0.307 3.142 -1.854
H -0.879 3.212 -0.209
H 0.551 2.300 -0.945
H 0.295 0.476 -2.294
H -0.761 -0.775 -1.863
H 0.874 0.526 0.214
H 0.115 -2.283 0.134
H -1.209 -1.219 0.487
H 0.633 -2.191 2.439
H 1.440 -0.766 1.933
H -1.469 -1.134 3.149
H -1.129 0.306 2.310
H -0.248 -0.050 3.786
H 2.781 -1.188 -2.925
H 2.318 -1.456 -1.562
O 2.843 -1.894 -2.261
```